No. 1
Entry from the OMol25 dataset: a 5-piece molecular cluster, C19H36Br3F8O12P2 overall at a distorted geometry (ωB97M-V/def2-TZVPD).

```
80
Properties=species:S:1:pos:R:3:forces:R:3:lowdin_charge:R:1
O 4.646396 0.612894 1.294942 0.59 -1.27 -0.84 0.0257
C 3.621526 1.383304 1.720432 -2.54 3.14 2.41 -0.9020
O 2.476866 1.339984 1.265622 0.06 -1.63 -1.85 -0.0632
O 3.879966 2.191634 2.664372 1.70 -0.45 0.26 -0.1333
H 5.298996 0.779554 1.979012 0.26 0.19 0.04 0.0738
C -9.759794 -1.407266 2.409412 0.28 0.11 0.02 -0.0784
C -8.797394 -1.366746 3.614902 -1.03 -0.85 -1.68 -0.2673
O -7.717574 -0.552006 3.119562 1.80 0.26 1.61 -0.1964
P -6.273804 -0.457716 3.924052 -0.70 0.55 0.59 0.5100
O -5.383964 0.682384 3.592982 -1.36 -1.27 0.15 -0.2258
O -6.771544 -0.475416 5.498842 1.17 -1.32 -1.76 -0.2172
C -7.165434 0.687784 6.185642 -0.85 0.21 0.29 -0.2883
C -8.002934 0.264904 7.396652 -0.01 0.80 0.03 -0.0725
O -5.639724 -1.911996 3.690762 -2.18 1.05 0.58 -0.1950
C -4.298684 -2.179616 4.053082 0.94 -0.82 -1.64 -0.2655
C -4.059534 -3.696296 3.917872 0.23 0.68 1.10 -0.0658
H -10.526964 -2.180776 2.444342 0.01 -0.01 0.40 0.0708
H -10.244694 -0.435876 2.312672 -0.03 -0.02 -0.11 0.0732
H -9.177754 -1.589926 1.506092 0.01 0.05 0.01 0.0767
H -9.379884 -1.010536 4.464562 0.72 0.59 0.28 0.1077
H -8.482754 -2.388286 3.828342 0.42 0.11 0.13 0.1140
H -6.314314 1.298824 6.486182 0.19 -0.21 0.00 0.1208
H -7.762524 1.292274 5.502872 -0.16 0.24 0.09 0.1164
H -7.485804 -0.414946 8.073762 0.09 -0.06 -0.23 0.0762
H -8.226754 1.170804 7.959992 0.12 0.12 0.18 0.0710
H -8.989354 -0.129126 7.152092 0.20 -0.31 -0.33 0.0663
H -3.719084 -1.703896 3.261982 0.43 0.25 0.35 0.1216
H -4.025964 -1.755216 5.019312 -0.13 -0.23 0.07 0.1245
H -4.619434 -4.220086 4.692642 -0.06 -0.16 -0.09 0.0701
H -4.269444 -4.139036 2.944212 -0.17 0.45 -0.02 0.0771
H -2.999324 -3.835656 4.129162 0.07 -0.21 -0.02 0.0756
C 0.391376 3.866434 -6.553998 -0.22 0.38 -1.28 -0.0865
C -0.240514 4.234614 -5.247468 0.69 0.40 1.09 -0.2299
O -1.326504 5.223574 -5.346688 0.00 -0.31 -0.47 -0.2025
P -2.732374 5.105974 -4.600608 -0.41 -0.79 1.51 0.4915
O -2.667514 5.012404 -3.107658 -0.25 0.00 -2.62 -0.2366
O -3.436894 3.824544 -5.350308 0.96 1.10 1.79 -0.1789
C -3.462044 3.812654 -6.746328 -2.04 0.10 -1.82 -0.2738
C -4.887384 4.335254 -7.198988 0.22 0.49 -0.29 -0.0609
O -3.602844 6.362274 -5.158718 0.87 -2.09 0.10 -0.1960
C -3.537604 7.614204 -4.534808 -1.10 1.86 0.38 -0.2864
C -4.796914 8.437914 -4.945568 1.37 -0.35 0.06 -0.0635
H -0.288964 3.262404 -7.154318 0.07 0.00 -0.17 0.0689
H 0.702916 4.735464 -7.133508 -0.45 0.30 -0.05 0.0781
H 1.341996 3.337334 -6.487218 -0.23 -0.36 0.73 0.0840
H -0.522624 3.318244 -4.729028 -0.52 0.25 0.15 0.1273
H 0.520816 4.726754 -4.642248 -0.16 -0.04 0.22 0.1230
H -2.573664 4.276304 -7.175188 -0.36 0.74 -0.02 0.0996
H -3.401074 2.803384 -7.153438 0.03 -0.41 0.65 0.1107
H -5.017394 4.594694 -8.249648 0.68 -0.19 -0.31 0.0632
H -5.701554 3.629964 -7.032258 0.41 -0.47 0.37 0.0679
H -5.219624 5.245474 -6.699788 0.50 0.00 0.36 0.0537
H -3.552474 7.612324 -3.444918 0.28 -0.77 0.07 0.1149
H -2.621824 8.117394 -4.845028 -0.02 0.14 -0.12 0.1183
H -4.633964 9.451304 -4.578698 -0.07 0.13 -0.16 0.0694
H -4.838724 8.433934 -6.034758 -0.38 0.14 0.04 0.0703
H -5.713414 8.073094 -4.481848 0.11 -0.26 -0.20 0.0742
C 11.084766 -7.277256 -0.270628 -0.32 -0.40 0.53 -0.0576
C 11.949796 -7.368896 -1.564648 -0.37 2.80 2.32 -0.5080
C 12.082086 -5.978326 -2.236808 -2.25 0.49 -1.55 -0.3335
F 12.378396 -4.895046 -1.499198 0.28 -0.55 1.32 0.1089
F 12.894626 -5.924566 -3.283318 1.76 -0.88 -0.91 0.1041
F 13.118486 -7.863336 -1.173338 1.47 -0.27 0.47 0.1370
F 11.438676 -8.251216 -2.381768 -0.97 -0.70 -1.66 0.1680
O 9.864796 -6.499806 -0.396058 -1.36 0.45 0.20 -0.0082
C 8.732906 -6.838346 0.494702 2.19 -1.44 -3.60 -0.4789
C 7.438676 -5.948556 0.430532 0.76 2.02 0.34 -0.3044
F 6.898966 -5.825916 -0.777408 0.34 -0.62 -0.92 0.1230
F 6.455176 -6.346776 1.251752 0.38 -1.12 0.39 0.1121
F 8.452836 -8.105626 0.124762 -0.93 -0.43 0.36 0.1308
F 9.235346 -6.871306 1.683202 -0.01 0.21 2.45 0.1938
H 11.678936 -6.941286 0.579182 0.15 0.58 -0.31 0.1393
H 10.974896 -8.341506 -0.062268 -0.90 -0.12 0.06 0.1375
H 11.116036 -5.782866 -2.702258 -0.60 -0.12 0.52 0.1654
H 7.702316 -4.946276 0.768202 0.38 0.10 0.01 0.1709
C 9.587546 1.007454 6.646992 0.81 0.22 0.37 -1.5087
Br 9.244096 0.781244 8.581022 0.08 0.08 -1.09 0.5089
Br 9.339766 -0.630056 5.645392 0.30 0.49 0.39 0.5657
Br 11.445696 1.828744 6.440542 -1.50 -0.75 -0.01 0.4561
H 8.874626 1.717654 6.228092 0.30 -0.04 0.32 -0.0229
```
Positions in Å, forces in eV/Å.

Results
Orbital gap: 4.473 eV
Multiplicity: 1
Charge: -1
HOMO energy: -0.124 Ha
E: -10852.30668 a.u.
Relative energy (zero: lowest compared OMol25 entry of this formula, charge and spin): 292.1 kJ/mol

---

No. 2
Entry from the OMol25 dataset: C13H27Br3Cl3KMgNNaO7P as an isolated structure at a distorted geometry (ωB97M-V/def2-TZVPD).

```
58
Properties=species:S:1:pos:R:3:forces:R:3:lowdin_charge:R:1
C 3.132246 -0.363175 0.159012 -0.17 -0.17 0.12 -0.1443
C 3.246324 -1.706455 -0.530114 -0.92 0.99 -0.16 -0.4603
O 4.473225 -1.954334 -1.228297 -0.91 0.87 -0.52 -0.4129
C 4.688572 -1.000281 -2.229238 0.81 -0.41 -0.35 -0.3786
P 3.251294 -0.876458 -3.365190 -0.13 0.32 0.18 1.1432
C 2.199314 0.594479 -3.201162 -0.25 0.19 -0.38 -0.3738
N 0.769995 0.343287 -3.409100 0.11 -0.29 0.23 -0.1440
C -0.066167 0.768113 -2.278713 0.19 0.17 0.03 -0.1669
H 3.281259 -0.425325 1.240110 0.04 0.04 -0.04 0.0841
H 3.818311 0.392039 -0.207613 -0.03 0.05 -0.04 -0.0005
H 2.120172 -0.005761 -0.024294 0.10 0.24 0.24 0.0176
H 2.361705 -1.890496 -1.152001 0.48 0.04 -0.07 -0.1024
H 3.185830 -2.453184 0.237972 -2.00 0.63 -0.77 -0.0202
H 4.966535 -0.007206 -1.864536 -0.25 0.00 0.09 0.1168
H 5.550769 -1.349116 -2.807417 -0.01 -0.07 0.08 0.0454
H 2.436514 -2.005305 -3.249320 0.07 -0.21 -0.09 0.0065
H 3.783884 -0.859124 -4.649361 0.01 -0.16 -0.14 0.0348
H 2.560753 1.247085 -4.004893 0.12 0.16 0.23 0.0954
H 2.420800 1.088834 -2.243632 -0.02 0.00 0.01 -0.0106
H 0.603524 -0.647932 -3.546311 -0.12 0.00 -0.05 0.0430
H -1.102996 0.795449 -2.615380 0.06 -0.05 0.11 0.0082
H 0.232223 1.767910 -1.961308 -0.05 0.01 -0.06 0.0479
H 0.033720 0.097042 -1.418949 -0.07 -0.01 0.02 0.0166
Br 0.305562 -2.846641 -1.335425 -0.70 -0.13 0.03 -0.2289
K 4.749277 -3.263965 0.631406 3.86 -2.39 1.54 0.9219
C -3.313698 -2.334577 0.900027 0.15 0.09 -0.26 -0.0625
C -2.556903 -1.141857 0.362210 0.19 -0.15 -0.18 -0.0830
O -2.933032 -0.100751 1.325102 -0.17 -0.25 0.03 0.0894
C -3.280986 -0.693416 2.450230 0.62 0.30 -0.12 -0.6064
O -3.498041 -0.099088 3.495491 -0.45 -0.42 -0.32 0.0537
O -3.392779 -2.010120 2.322107 -0.21 -0.52 -0.07 0.0384
H -2.794692 -3.275643 0.742810 0.16 0.04 0.18 0.1355
H -4.330066 -2.407770 0.509211 -0.05 0.05 0.07 0.1349
H -1.479993 -1.288176 0.397360 0.13 0.04 0.00 0.0715
H -2.841849 -0.853611 -0.643211 -0.02 0.18 0.10 0.0689
Br 7.686582 -2.338679 -1.251647 -0.42 -0.16 0.25 -0.4203
C -4.022111 0.535384 -4.440541 0.00 0.11 -0.21 -1.5331
Cl -2.628712 1.553335 -4.745360 -0.05 -0.01 -0.01 0.5870
Cl -4.089040 0.040712 -2.732956 -0.05 -0.02 0.06 0.5202
Cl -5.519648 1.335441 -4.897840 -0.02 0.00 0.01 0.5454
H -3.925537 -0.363476 -5.034484 0.01 -0.05 0.05 0.0161
O -4.611670 -2.923074 5.074778 -0.03 1.00 0.22 -0.4403
H -4.267368 -2.046707 4.871012 0.10 -0.33 0.13 -0.0456
Mg -5.025478 -4.342010 4.170123 0.04 -0.66 -0.27 1.1888
Br 2.537758 2.725830 -0.169959 -0.21 0.29 0.00 -0.1963
Na -5.492579 0.718279 3.218141 -0.10 0.51 0.21 0.8549
O -0.595352 5.412647 3.505468 0.00 -0.04 0.03 0.1348
C -0.510518 4.236062 3.332529 -0.03 0.06 0.10 -0.4760
O -1.121130 3.616884 2.285324 -0.03 -0.03 -0.02 0.0201
C -0.954416 2.199217 2.378436 0.09 -0.06 -0.10 -0.1743
C 0.269505 1.984876 3.259600 0.01 0.06 0.14 -0.1510
C 0.197833 3.196792 4.187683 0.10 -0.16 -0.32 -0.0654
H -1.868604 1.792867 2.820412 0.05 -0.08 0.07 0.0959
H -0.828804 1.794734 1.374508 0.00 0.13 -0.03 0.1171
H 0.267443 1.023530 3.775750 -0.09 0.05 0.01 0.1113
H 1.166349 2.041673 2.646649 0.07 0.02 -0.13 0.0771
H -0.417849 3.007410 5.070047 0.04 0.07 0.04 0.1263
H 1.172740 3.563803 4.494742 -0.07 0.09 0.11 0.1289
```
Positions in Å, forces in eV/Å.

Results
Orbital gap: 1.117 eV
Multiplicity: 1
Charge: +1
HOMO energy: -0.317 Ha
E: -11498.91963 a.u.

---

No. 3
Entry from the OMol25 dataset: a 18-piece molecular cluster, C21H42Cl34NO6PS overall at a distorted geometry (ωB97M-V/def2-TZVPD).

```
106
Properties=species:S:1:pos:R:3:forces:R:3:lowdin_charge:R:1
N 2.538735 1.388458 1.818421 -2.14 0.53 -1.56 -0.2074
P 0.945573 0.690672 1.421623 0.75 -1.57 1.42 0.9340
O 1.282796 -0.430010 0.090621 -1.32 2.34 1.06 -0.4302
C -0.281206 2.048196 0.772702 0.29 0.66 -2.68 -0.3922
O 0.084956 3.450970 1.160693 -3.28 0.16 -0.31 -0.2760
S -1.352290 4.317616 0.704813 -2.24 4.17 -2.46 0.8931
O -1.117188 4.895674 -0.712609 -0.62 -2.28 5.67 -0.3095
O -2.013848 5.231885 1.775178 3.34 -3.85 -3.70 -0.3059
O -2.502523 3.033933 0.476706 2.71 0.11 0.81 -0.2156
C -1.847686 1.966821 1.248937 1.41 -0.20 2.46 -0.3183
C -2.581183 0.514215 1.447665 -0.94 0.28 0.84 -0.0522
C -2.763009 0.299977 3.096025 -5.08 1.35 2.53 -0.1807
O -3.882650 0.674166 3.766007 6.71 -2.17 -4.54 -0.1106
H 2.777530 2.217446 1.230128 0.06 -0.89 0.93 0.0314
H 2.669307 1.563745 2.838989 -0.46 -0.27 -1.34 -0.0136
H 0.438581 -0.874648 -0.216198 1.15 0.73 0.59 -0.0400
H -0.115501 2.109021 -0.407157 -1.04 -0.60 2.16 0.1506
H -1.815322 2.451524 2.336354 0.12 -1.33 -1.89 0.1377
H -1.966988 -0.408163 1.041198 -1.25 2.06 0.63 0.1097
H -3.689850 0.554795 1.023877 2.51 -0.13 0.74 0.1467
H -1.940473 -0.235884 3.742143 -1.59 1.20 -1.80 -0.0133
C 0.412957 -3.526136 -1.589290 0.10 -0.38 -0.06 -1.0251
Cl 1.898316 -2.579026 -1.736578 0.13 -0.35 -0.22 0.5560
Cl -1.012909 -2.481406 -1.616283 -0.26 -0.42 0.58 0.4898
H 0.354826 -4.228893 -2.424023 -0.11 0.54 0.27 -0.0628
H 0.433560 -4.075730 -0.645085 0.00 0.23 -0.21 0.0341
C -1.057749 -0.601869 -5.227048 0.05 0.26 -0.33 -1.0121
Cl -0.501343 -0.260425 -3.584237 0.20 0.59 -0.51 0.4832
Cl -1.949089 -2.127155 -5.292622 -0.03 -0.04 -0.09 0.4881
H -1.713656 0.207803 -5.556054 0.11 -0.24 0.19 0.0367
H -0.191412 -0.667236 -5.889760 -0.21 -0.08 0.31 -0.0210
C -2.648884 2.373475 6.415451 -0.33 -0.18 0.36 -0.9938
Cl -3.039411 4.088158 6.235587 0.21 -0.21 0.16 0.5170
Cl -1.366734 1.892423 5.297433 0.07 0.50 0.18 0.5148
H -2.315011 2.190124 7.439628 0.09 0.12 -0.33 -0.0461
H -3.543210 1.781130 6.207342 0.25 0.17 -0.20 0.0273
C -4.660131 6.888338 7.940098 0.05 -0.07 -0.39 -1.0553
Cl -4.392504 8.403980 8.809700 0.03 0.05 -0.09 0.5026
Cl -5.230657 5.620594 9.032164 0.01 -0.07 -0.08 0.4869
H -5.410140 7.051954 7.162446 0.12 -0.02 0.30 0.0181
H -3.719818 6.568777 7.484365 -0.21 0.07 0.26 -0.0080
C 2.868964 1.393770 -4.603256 0.24 -0.17 0.34 -1.0264
Cl 2.635345 3.111517 -4.257184 -0.13 -0.13 0.19 0.4990
Cl 2.037067 0.925801 -6.091288 0.01 0.01 -0.11 0.5141
H 3.937650 1.195629 -4.715849 -0.31 0.14 -0.12 -0.0242
H 2.470275 0.806063 -3.772806 -0.04 0.17 -0.25 0.0152
C -1.706248 -2.115992 6.797492 -0.08 -0.39 0.02 -0.9618
Cl -2.459834 -0.923091 7.862432 -0.01 -0.06 0.07 0.5390
Cl -1.005494 -1.342258 5.370761 0.03 -0.97 0.31 0.5360
H -0.915408 -2.633382 7.346043 -0.15 0.27 -0.14 0.0325
H -2.463714 -2.835106 6.476367 0.14 0.30 0.06 0.0341
C -0.514532 -7.482569 -2.469360 -0.51 -0.27 0.09 -1.0376
Cl 0.970826 -6.535459 -2.616649 0.26 -0.42 -0.09 0.5812
Cl -1.940399 -6.437840 -2.496353 -0.05 0.06 0.07 0.5297
H -0.572663 -8.185327 -3.304094 -0.13 0.74 0.44 -0.0826
H -0.493930 -8.032163 -1.525155 0.05 0.26 -0.18 0.0379
C -5.545231 4.636406 2.769684 0.20 -0.34 -0.16 -1.0165
Cl -6.611377 5.635791 1.774916 -0.01 -0.06 -0.11 0.5041
Cl -5.353145 5.325385 4.386377 -0.18 0.03 -0.13 0.4848
H -5.975703 3.635968 2.858258 0.02 0.33 0.07 0.0327
H -4.565243 4.575235 2.290226 -0.21 0.18 0.16 0.0051
C 2.189027 -9.080720 -4.855012 0.24 0.34 -0.33 -1.0028
Cl 0.755656 -9.730120 -4.049575 0.37 -0.63 -0.40 0.5805
Cl 3.616698 -10.061437 -4.501129 -0.02 0.09 -0.06 0.5145
H 2.019256 -9.076234 -5.934450 0.00 -0.15 0.31 0.0350
H 2.362477 -8.060367 -4.504593 -0.08 -0.34 0.04 -0.0081
C 2.860749 -0.352480 6.030567 0.16 -0.05 0.34 -0.9821
Cl 1.367300 0.586396 5.916009 0.67 0.10 -0.15 0.4203
Cl 3.382445 -0.914661 4.437749 -0.03 -0.10 0.10 0.4987
H 3.644365 0.276461 6.459995 -0.21 -0.11 -0.20 0.0342
H 2.688256 -1.218229 6.674557 -0.04 0.19 -0.24 0.0320
C -3.800852 -4.274502 -8.549594 0.04 -0.20 -0.31 -1.0176
Cl -4.395661 -2.657543 -8.153809 -0.04 0.04 -0.14 0.5006
Cl -3.347627 -5.160801 -7.088654 0.01 -0.06 -0.06 0.4923
H -4.587846 -4.825579 -9.070153 0.14 0.18 0.25 0.0296
H -2.924900 -4.182962 -9.196377 -0.19 0.06 0.28 0.0295
C 5.089613 5.955258 -5.749544 -0.26 0.09 0.26 -1.0345
Cl 5.296777 4.236204 -6.105827 0.09 0.02 -0.04 0.4798
Cl 6.215972 6.940247 -6.691031 -0.05 0.09 0.05 0.4989
H 4.066866 6.249314 -5.997627 0.30 -0.13 -0.05 0.0306
H 5.273887 6.122854 -4.685611 0.06 -0.10 -0.31 0.0310
C -0.139251 2.572798 10.003086 0.18 -0.03 0.31 -0.9984
Cl -1.632700 3.511674 9.888528 -0.03 0.02 0.10 0.5247
Cl 0.382445 2.010617 8.410267 0.03 0.03 0.37 0.4945
H 0.644365 3.201739 10.432514 -0.24 -0.09 -0.20 0.0302
H -0.311744 1.707049 10.647076 -0.04 0.20 -0.25 0.0306
C 3.117431 -2.958115 -7.127471 0.11 0.10 -0.32 -1.0252
Cl 1.894881 -4.063770 -6.488799 -0.08 -0.03 -0.07 0.4952
Cl 3.951576 -2.108563 -5.820663 0.12 -0.04 -0.05 0.4919
H 3.848738 -3.530492 -7.703320 -0.18 0.10 0.27 0.0285
H 2.630489 -2.224720 -7.774787 0.06 -0.14 0.28 0.0257
C 6.528699 1.394796 1.697213 0.30 -0.03 -0.04 -1.0106
Cl 5.770727 2.064315 0.247308 -0.30 0.14 0.21 0.4810
Cl 5.400318 1.384885 3.058074 0.43 0.00 0.12 0.5129
H 6.846783 0.369851 1.491453 -0.21 0.25 0.04 0.0275
H 7.396587 2.004890 1.959043 -0.31 -0.08 -0.07 0.0317
C 7.636650 -0.177846 -2.483007 0.17 -0.35 0.08 -1.0052
Cl 6.391789 0.393620 -3.600481 0.00 -0.09 -0.05 0.5174
Cl 8.234712 1.140755 -1.468662 0.46 -0.24 -0.24 0.4943
H 7.210745 -0.954113 -1.842661 0.01 0.30 -0.14 0.0320
H 8.469218 -0.589929 -3.058348 -0.24 0.23 0.09 0.0304
C -6.786476 -2.435734 -4.927538 0.10 0.23 -0.30 -1.0372
Cl -6.230070 -2.094289 -3.284726 0.05 0.09 -0.04 0.4937
Cl -7.677816 -3.961020 -4.993112 -0.01 0.01 -0.12 0.4924
H -7.442383 -1.626062 -5.256544 0.10 -0.26 0.20 0.0303
H -5.920139 -2.501101 -5.590249 -0.18 -0.10 0.25 -0.0151
```
Positions in Å, forces in eV/Å.

Results
Orbital gap: 8.782 eV
Multiplicity: 1
HOMO energy: -0.324 Ha
E: -17717.34443 a.u.

---

> Among the records above, which one has the highest HOMO energy?

C19H36Br3F8O12P2

---

> Among the records above, which one has the highest orbital gap?

C21H42Cl34NO6PS

---

> Which of these has the lowest E?

C21H42Cl34NO6PS